1.
The following is a quantum chemistry calculation of a cluster of 2 separate species, C4H10N2O in total, from the Open Molecules 2025 dataset.

Element x y z (Å)
1 H 1.161 0.841 -1.699
2 N -0.599 0.567 -2.795
3 H 0.276 3.174 0.737
4 H -0.052 0.583 -3.645
5 H -0.111 1.632 1.474
6 H -1.494 1.012 -2.935
7 N -0.705 -1.971 0.875
8 O 0.985 -2.056 2.393
9 H 0.731 -0.525 1.094
10 C -0.452 1.677 -0.639
11 H 1.358 1.790 0.516
12 H -1.017 -1.565 0.009
13 H -1.011 -2.902 1.111
14 C 0.409 -1.501 1.486
15 C 0.098 1.066 -1.682
16 C 0.312 2.094 0.581
17 H -1.521 1.866 -0.650

## Properties
energy relative to the best compared isomer or geometry (same formula, charge and spin) = 128.3 kJ/mol
SMILES = C/C=C/N.NC=O
HOMO energy = -8.5 eV
total charge = 0
electronic energy = -9337.6580 eV
HOMO-LUMO gap = 9.40 eV

Here are the natural (NBO) charges for atoms 1 to 4, given in e:
1. H 0.185
2. N -0.820
3. H 0.214
4. H 0.373



2.
The following is a quantum chemistry calculation of a structure of composition C33H32I2N5W, from the Open Molecules 2025 dataset.

Element x y z (Å)
1 H 0.440 5.416 -2.644
2 C -0.625 3.429 2.976
3 H 5.541 -2.294 4.220
4 N -1.749 0.458 -2.363
5 C 2.879 -1.727 1.499
6 C 4.108 -3.223 2.929
7 H -3.112 2.611 1.211
8 H 5.077 -0.027 3.412
9 I 1.505 3.217 -1.321
10 H -1.125 -0.500 -5.512
11 C -2.673 -1.336 -4.255
12 H 0.137 5.587 -0.883
13 C -4.770 -0.370 -0.469
14 H -1.356 -2.111 -0.652
15 C 1.758 -0.288 -2.578
16 H 0.046 0.419 5.505
17 C 1.553 -2.049 -4.183
18 H 2.630 -3.851 1.511
19 H -0.784 4.450 3.282
20 H -0.331 1.059 -3.754
21 H 1.420 -0.078 4.542
22 C 0.564 -2.634 -3.412
23 H 4.273 1.354 1.661
24 C -5.448 0.275 0.550
25 H 4.300 -4.223 3.283
26 C -3.520 0.101 -0.872
27 C 0.148 -2.070 -2.209
28 H -5.381 1.985 1.862
29 H 2.582 1.293 2.123
30 H 2.990 -0.460 -4.317
31 C -2.846 -0.291 -2.106
32 C 4.792 -2.137 3.460
33 C -4.862 1.399 1.122
34 H -4.174 -1.826 -2.807
35 C -1.612 -0.477 -4.551
36 H -0.170 -0.835 4.291
37 C 0.904 -0.688 0.495
38 N 0.476 -0.359 1.732
39 C 3.164 -3.016 1.939
40 C -0.814 3.072 1.650
41 H -5.210 -1.219 -0.967
42 C 0.724 -0.848 -1.824
43 H 1.868 -2.519 -5.100
44 C -3.586 1.762 0.733
45 H 3.067 0.822 0.485
46 H -1.588 -3.292 -1.969
47 H 0.929 -0.873 2.485
48 H -3.004 -2.074 -4.970
49 H 0.130 -3.571 -3.728
50 C 2.175 -0.886 -3.754
51 C 4.522 -0.858 3.007
52 N 0.306 -0.210 -0.603
53 C -0.018 1.155 3.516
54 C 3.571 -0.618 2.019
55 C -0.559 1.771 1.199
56 C 0.344 0.100 4.511
57 W -0.823 1.556 -0.893
58 H -0.351 -3.557 -0.769
59 I -1.861 4.030 -1.992
60 C -3.320 -1.212 -3.038
61 H 2.284 0.585 -2.205
62 C -0.281 2.459 3.905
63 H 2.148 -2.008 -0.436
64 C 3.353 0.787 1.539
65 H -6.425 -0.055 0.863
66 C 0.139 4.904 -1.731
67 H -0.209 2.724 4.947
68 C -0.084 0.853 2.142
69 N 1.930 -1.551 0.443
70 N -2.900 1.123 -0.224
71 H -1.172 3.846 0.972
72 C -0.853 -2.783 -1.350
73 C -1.183 0.400 -3.577

## Properties
energy relative to the best compared isomer or geometry (same formula, charge and spin) = 83.3 kJ/mol
2S+1 = 3
HOMO energy (alpha / beta) = -15.8 / -15.8 eV
total charge = +3
electronic energy = -60193.5994 eV
HOMO-LUMO gap (alpha / beta) = 5.77 / 5.56 eV

Here are the Mulliken charges for atoms 1 to 4, given in e:
1. H 0.502
2. C -1.160
3. H 0.443
4. N 0.233



3.
The following is a quantum chemistry calculation of a structure of composition C6H10O, from the Open Molecules 2025 dataset.

Element x y z (Å)
1 C 0.742 -0.492 0.615
2 H 1.452 0.224 -1.296
3 C -0.265 -0.990 -1.750
4 O 0.400 1.632 2.060
5 C -0.751 -0.483 1.556
6 H -1.491 -0.815 0.818
7 C -0.243 1.219 -0.312
8 H 1.726 -0.626 1.059
9 C -0.077 0.723 1.131
10 H -1.211 -1.312 -1.299
11 C 0.496 -0.045 -0.835
12 H -1.277 1.364 -0.643
13 H 0.327 -1.884 -1.974
14 H 0.150 1.271 2.923
15 H 0.200 -1.428 1.142
16 H 0.325 2.135 -0.497
17 H -0.504 -0.494 -2.698

## Properties
energy relative to the best compared isomer or geometry (same formula, charge and spin) = 381.4 kJ/mol
HOMO energy = -8.7 eV
total charge = 0
electronic energy = -8427.2878 eV
HOMO-LUMO gap = 9.71 eV

Here are the natural (NBO) charges for atoms 1 to 4, given in e:
1. C -0.359
2. H 0.217
3. C -0.608
4. O -0.695



4.
The following is a quantum chemistry calculation of a cluster of 2 separate species, C4H11NO3 in total, from the Open Molecules 2025 dataset.

Element x y z (Å)
1 O -1.815 1.001 2.520
2 H -0.724 -0.615 3.170
3 H -1.433 -0.027 0.502
4 H 1.557 -0.945 -2.834
5 H 1.525 -0.744 0.543
6 C -0.522 -0.388 0.981
7 C 1.994 -0.403 -1.913
8 H 1.084 0.991 0.709
9 H 2.352 -1.291 -1.336
10 H 0.254 0.763 -1.602
11 H -1.764 0.415 -1.197
12 C 0.770 0.034 0.265
13 H 0.234 0.844 2.696
14 N 0.670 -0.053 -1.169
15 O -2.642 0.329 -1.620
16 H -3.212 0.720 -0.972
17 O 2.806 0.588 -2.113
18 H -0.462 -1.482 0.945
19 C -0.673 0.263 2.424

## Properties
energy relative to the best compared isomer or geometry (same formula, charge and spin) = 140.4 kJ/mol
HOMO energy = 0.4 eV
total charge = -2
electronic energy = -11955.1444 eV
HOMO-LUMO gap = 6.14 eV

Here are the natural (NBO) charges for atoms 1 to 4, given in e:
1. O -0.997
2. H 0.037
3. H 0.182
4. H 0.020



5.
The following is a quantum chemistry calculation of a structure of composition C26H25KO2S2Te, from the Open Molecules 2025 dataset.

Element x y z (Å)
1 C -2.707 -1.170 -3.936
2 C -2.580 0.630 -1.839
3 C -0.962 1.947 5.148
4 C -4.481 1.104 2.569
5 C -5.721 1.093 1.907
6 H 5.043 -2.251 -5.957
7 H -3.793 0.690 6.440
8 H -3.076 0.511 -5.210
9 H 5.436 1.539 1.578
10 H -4.956 -0.945 -0.777
11 C 5.441 -1.309 -5.695
12 H 5.109 -0.571 -6.454
13 K 1.048 -0.627 1.856
14 C -2.456 -1.664 -2.637
15 H 2.892 -1.418 -1.603
16 C -2.767 0.219 -4.200
17 H 5.071 1.782 -0.224
18 H -6.632 1.590 2.338
19 H -2.798 2.740 6.023
20 H -6.806 0.431 0.197
21 C -3.419 0.465 2.017
22 C -2.690 1.071 -3.136
23 H -2.684 -1.498 5.607
24 H -2.196 -2.704 -2.493
25 C 5.076 -1.039 -4.271
26 H 3.213 -2.047 -3.961
27 C -3.548 -0.306 0.835
28 H 6.633 1.009 0.353
29 H 6.846 0.378 -1.712
30 H -0.388 2.939 5.035
31 H 6.492 -1.313 -5.830
32 H 0.789 0.790 4.596
33 C 4.918 -0.592 -1.454
34 C 5.557 1.141 0.530
35 C -2.408 -0.718 -1.590
36 C 6.054 -0.261 -3.559
37 Te 0.006 -2.388 4.582
38 H -2.655 2.124 -3.279
39 C -5.839 0.372 0.706
40 H -4.433 1.691 3.537
41 C 3.914 -1.437 -3.505
42 S 4.730 -0.445 0.401
43 C -0.257 0.749 4.873
44 C 5.985 -0.029 -2.173
45 O -1.050 -1.017 0.640
46 C -2.231 1.872 5.643
47 C -2.826 0.643 5.936
48 H -2.439 1.349 -1.040
49 C -2.184 -0.543 5.598
50 C -0.882 -0.477 5.040
51 H -2.445 0.583 2.516
52 S -2.366 -1.379 0.095
53 C -4.805 -0.379 0.186
54 H 6.771 0.324 -4.095
55 C 3.847 -1.114 -2.123
56 O 3.271 -0.213 0.659
57 H -2.657 -1.923 -4.690

## Properties
energy relative to the best compared isomer or geometry (same formula, charge and spin) = 116.6 kJ/mol
HOMO energy = -5.5 eV
total charge = 0
electronic energy = -76748.6838 eV
HOMO-LUMO gap = 5.50 eV

Here are the natural (NBO) charges for atoms 1 to 4, given in e:
1. C -0.202
2. C -0.204
3. C -0.212
4. C -0.135



6.
The following is a quantum chemistry calculation of a cluster of 5 separate species, C8H16Cl10O4 in total, from the Open Molecules 2025 dataset.

Element x y z (Å)
1 H -6.666 -0.466 -3.913
2 H 4.628 7.420 -0.893
3 H -2.485 -3.090 1.519
4 Cl -0.263 1.196 -2.359
5 Cl 6.805 -2.818 2.184
6 H -3.920 -3.596 2.493
7 C 5.681 7.273 0.830
8 Cl 7.120 6.539 1.471
9 O -2.241 -4.461 2.909
10 C -4.732 -0.676 -4.279
11 H -2.590 -1.237 3.236
12 C 5.461 6.787 -0.586
13 O -3.155 -2.413 4.740
14 H 5.864 8.347 0.861
15 O -5.077 -2.568 -2.805
16 Cl 3.920 -2.942 1.532
17 C -2.870 -3.305 2.515
18 C -4.422 -2.124 -3.964
19 C 5.090 -2.705 2.767
20 H -1.324 -2.327 3.788
21 C -2.392 -2.250 3.586
22 Cl 4.844 -4.042 3.940
23 H -6.023 -2.606 -2.962
24 Cl 0.512 -0.257 0.025
25 Cl 6.592 7.397 -1.873
26 C 1.122 0.574 -1.442
27 Cl 1.909 -0.639 -2.500
28 H -2.917 -3.259 5.126
29 H 5.359 5.714 -0.753
30 H -3.347 -2.265 -3.850
31 H 4.774 7.061 1.396
32 H -4.222 -0.276 -5.156
33 H -4.529 -0.027 -3.427
34 H -2.817 -5.119 2.512
35 Cl 4.890 -1.160 3.572
36 O -6.073 -0.643 -4.647
37 Cl 2.215 1.828 -0.887
38 H -4.720 -2.865 -4.706

## Properties
SMILES = ClC(Cl)(Cl)Cl.ClC(Cl)(Cl)Cl.ClCCCl.OCCO.OCCO
HOMO energy = -9.9 eV
total charge = 0
electronic energy = -141966.8019 eV
HOMO-LUMO gap = 9.91 eV

Here are the natural (NBO) charges for atoms 1 to 4, given in e:
1. H 0.470
2. H 0.221
3. H 0.155
4. Cl 0.054